(1)
A single C8H18N2O4S molecule, computed with wB97M-V/def2-TZVPD.

Structure (XYZ):
```
33
Properties=species:S:1:pos:R:3:forces:R:3
C 0.384 3.264 -0.437 -0.1 -0.8 0.3
C 0.643 2.049 0.517 0.6 1.8 -1.0
N -0.251 0.860 0.356 -0.2 0.4 0.7
C -1.724 1.250 0.369 -1.5 0.4 0.5
C -2.661 0.611 1.447 2.0 -0.6 -0.4
C 0.068 -0.068 1.478 0.3 -1.0 2.0
C 1.551 -0.370 1.763 0.2 0.9 -0.7
S 0.013 0.031 -1.195 -0.6 -5.3 -5.3
O -0.527 0.802 -2.319 -0.5 0.3 2.6
O 1.434 -0.184 -1.427 -0.4 0.6 1.8
N -0.822 -1.434 -0.941 0.2 6.0 -1.0
C 0.076 -2.430 -1.104 0.2 -0.9 1.6
O 0.633 -2.869 -0.109 0.8 -1.0 -1.2
O 0.162 -2.913 -2.365 -0.1 0.1 1.2
C 1.180 -3.895 -2.481 0.3 -0.1 -0.9
H 0.525 3.024 -1.493 0.0 -0.3 0.2
H -0.622 3.676 -0.344 0.2 0.2 0.1
H 1.133 4.012 -0.189 -0.1 0.1 0.2
H 0.588 2.352 1.570 -0.3 0.0 -0.3
H 1.690 1.777 0.349 -0.5 -0.5 -0.1
H -2.168 1.036 -0.617 0.5 0.1 0.3
H -1.733 2.343 0.506 -0.1 -0.6 -0.1
H -2.270 0.769 2.456 -0.3 -0.1 -0.1
H -2.801 -0.462 1.261 0.1 0.3 0.1
H -3.602 1.084 1.375 -1.0 0.6 -0.2
H -0.498 -0.985 1.376 0.1 -0.1 -0.6
H -0.351 0.379 2.388 0.2 0.3 -0.3
H 2.025 -0.810 0.876 0.0 0.2 0.3
H 2.057 0.602 2.037 -0.2 -1.3 0.0
H 1.641 -1.113 2.569 -0.3 0.5 -0.2
H 2.135 -3.339 -2.406 -0.2 -0.9 0.2
H 1.056 -4.322 -3.480 0.2 0.2 0.0
H 1.035 -4.725 -1.787 0.3 0.4 0.3
```
Positions in Å, forces in eV/Å.

- total charge = 0
- HOMO (eV) = -8.3
- LUMO (eV) = 0.4
- energy above the lowest of the compared OMol25 structures with the same formula, charge and spin (eV) = 3.143

Here are the Löwdin charges for atoms 1 to 5, given in e: number 1, C, carries -0.05; number 2, C, carries -0.19; number 3, N, carries -0.29; number 4, C, carries -0.15; number 5, C, carries -0.05


(2)
A single C12H15N molecule, computed with wB97M-V/def2-TZVPD.

Structure (XYZ):
```
28
Properties=species:S:1:pos:R:3:forces:R:3
C 1.477 2.714 0.729 -2.6 -0.1 -0.7
C 0.133 2.853 0.199 2.0 3.4 -0.8
C -0.674 1.778 -0.035 -2.1 -1.2 1.0
C -0.314 0.466 0.326 2.7 1.3 -0.4
C 0.996 0.332 0.846 -2.5 -0.2 0.1
C 1.811 1.430 1.038 -0.8 -0.4 -0.6
C 1.393 -1.026 1.248 1.9 -2.3 2.7
C 0.625 -2.117 0.567 -1.5 -1.1 -1.7
N -0.767 -1.821 1.122 0.0 -1.5 -4.4
C -1.190 -0.724 0.168 -4.1 1.4 2.6
C -1.490 -1.286 -1.262 0.5 -2.4 1.8
C -1.587 -0.507 -2.557 -2.0 0.9 0.6
C -0.261 -1.103 -2.048 1.3 3.0 -2.8
H 2.157 3.520 0.980 -0.3 0.1 -0.4
H -0.181 3.908 -0.210 0.4 -2.1 1.2
H -1.777 1.912 -0.164 1.0 0.3 -0.7
H 2.756 1.165 1.328 2.4 -0.2 1.1
H 2.496 -1.132 1.212 -0.4 0.0 -0.2
H 1.155 -1.475 2.448 0.9 2.2 -2.7
H 0.249 -1.991 -0.704 2.8 -1.2 4.4
H 1.168 -3.128 0.863 -1.8 1.7 -0.8
H -0.732 -1.688 2.097 -0.3 1.1 1.0
H -2.189 -0.184 0.528 1.3 -1.8 -0.4
H -1.865 -2.384 -1.127 0.4 2.2 -0.5
H -2.092 -1.224 -3.421 1.2 2.7 2.2
H -1.832 0.655 -2.368 0.5 -2.9 -1.1
H -0.061 -1.695 -2.901 1.2 -1.4 0.0
H 0.605 -0.370 -1.723 -2.1 -1.6 -0.7
```
Positions in Å, forces in eV/Å.

- total charge = 0
- HOMO (eV) = -8.4
- LUMO (eV) = 0.9
- energy above the lowest of the compared OMol25 structures with the same formula, charge and spin (eV) = 6.717

Here are the Löwdin charges for atoms 1 to 5, given in e: number 1, C, carries -0.06; number 2, C, carries -0.08; number 3, C, carries -0.08; number 4, C, carries -0.18; number 5, C, carries -0.19